# 1
# C40H39N8OS3Y

A molecular structure, C40H39N8OS3Y (ωB97M-V/def2-TZVPD, the Open Molecules 2025 dataset).

```
92
Properties=species:S:1:pos:R:3:lowdin_charge:R:1
Y -0.12 0.08 0.14 1.30
S 3.73 2.10 -2.45 1.10
C 3.88 0.43 -2.84 -0.48
C 4.89 -0.21 -3.57 -0.10
C 4.76 -1.56 -3.80 -0.10
C 3.64 -2.27 -3.34 -0.07
C 2.65 -1.64 -2.62 -0.02
C 2.77 -0.28 -2.36 -0.29
N 1.85 0.52 -1.66 0.04
C 2.22 1.76 -1.67 -0.53
C 1.45 2.85 -1.02 -0.28
C 1.83 4.18 -1.24 -0.09
C 1.13 5.19 -0.60 -0.11
C 0.09 4.85 0.26 -0.10
C -0.25 3.52 0.47 -0.13
C 0.40 2.46 -0.18 -0.16
H 5.74 0.35 -3.94 0.10
H 5.53 -2.08 -4.37 0.10
H 3.55 -3.32 -3.56 0.11
H 1.78 -2.19 -2.29 0.08
H 2.64 4.44 -1.90 0.07
H 1.39 6.23 -0.78 0.09
H -0.45 5.64 0.78 0.09
H -1.03 3.30 1.19 0.06
O -2.12 0.58 -1.01 -0.31
N -2.78 1.70 -0.75 -0.21
C -2.99 2.53 -1.80 -0.03
C -3.69 3.69 -1.66 -0.07
C -4.18 4.01 -0.38 -0.09
C -3.92 3.18 0.67 -0.11
C -3.17 1.98 0.53 -0.73
S -2.69 0.97 1.80 0.61
H -2.57 2.16 -2.72 0.13
H -3.84 4.32 -2.52 0.10
H -4.75 4.92 -0.22 0.10
H -4.26 3.41 1.67 0.10
N -0.42 -2.99 -6.68 0.01
C -0.61 -3.72 -5.50 -0.86
S -0.80 -5.40 -5.63 0.45
C -0.61 -2.99 -4.29 -0.28
C -0.57 -1.56 -4.22 -0.03
C -0.49 -0.93 -3.01 -0.20
N -0.44 -1.54 -1.81 -0.06
C -0.58 -2.89 -1.87 -0.19
C -0.67 -3.63 -3.02 -0.05
H -0.20 -3.60 -7.45 0.05
H 0.19 -2.19 -6.61 0.06
H -0.62 -0.94 -5.10 0.09
H -0.44 0.16 -2.98 0.09
H -0.64 -3.41 -0.92 0.08
H -0.76 -4.70 -2.97 0.07
N 3.34 0.22 1.00 0.16
C 3.27 -1.11 0.67 -0.39
C 4.44 -1.87 0.49 -0.02
C 4.32 -3.20 0.19 -0.08
C 3.05 -3.78 0.11 -0.07
C 1.97 -2.95 0.28 -0.16
N 2.05 -1.63 0.52 0.08
H 4.24 0.56 1.27 0.10
H 2.55 0.56 1.55 0.03
H 5.41 -1.39 0.59 0.11
H 5.21 -3.80 0.03 0.10
H 2.91 -4.83 -0.11 0.10
H 0.97 -3.35 0.21 0.08
N -3.45 -5.22 2.61 0.10
C -2.74 -4.14 2.11 -0.32
C -3.23 -3.39 1.04 -0.01
C -2.50 -2.31 0.59 -0.16
N -1.33 -1.94 1.12 -0.04
C -0.88 -2.64 2.16 -0.15
C -1.53 -3.74 2.68 -0.01
H -4.11 -5.63 1.98 0.09
H -2.92 -5.89 3.13 0.09
H -4.17 -3.64 0.56 0.11
H -2.85 -1.70 -0.23 0.10
H 0.05 -2.28 2.59 0.09
H -1.11 -4.27 3.53 0.11
C 0.15 1.35 5.67 -0.06
C 1.38 0.88 4.89 -0.64
C 2.46 1.97 4.92 -0.06
C 1.93 -0.41 5.52 -0.07
C 1.00 0.62 3.49 -0.16
C 0.65 0.39 2.34 -0.17
H 0.42 1.55 6.71 0.08
H -0.63 0.60 5.65 0.08
H -0.25 2.26 5.23 0.08
H 2.74 2.19 5.96 0.08
H 2.10 2.88 4.45 0.08
H 3.36 1.64 4.39 0.07
H 2.22 -0.22 6.56 0.08
H 2.80 -0.77 4.97 0.08
H 1.17 -1.19 5.51 0.08
```

The calculation puts the LUMO energy (spin up / spin down) at 2.2 / 2.2 eV. The value obtained for the molar mass is 832.91 g/mol. The expectation value of S² is 0.76. The multiplicity is 2. For the HOMO-LUMO gap (spin up / spin down), the calculation gives 4.873 / 6.969 eV. The net charge is -1. The highest occupied orbital energy (spin up / spin down) is -0.0971 / -0.1742 hartree. As for the total energy: -89634.3017 eV.


# 2
# C4H9NO2

C4H9NO2 in the gas phase (ωB97M-V/def2-TZVPD, the Open Molecules 2025 dataset).

```
16
Properties=species:S:1:pos:R:3:lowdin_charge:R:1
O -0.37 -1.83 1.66 -0.07
C -1.01 -0.99 0.73 -0.25
C -0.29 0.36 0.67 -0.36
C -0.53 1.18 -0.61 0.00
C 1.15 0.52 -0.96 -0.29
O 1.01 -0.41 -1.98 -0.01
N 1.12 0.10 0.41 0.00
H 0.56 -1.86 1.38 0.08
H -2.05 -0.87 1.06 0.12
H -1.02 -1.46 -0.27 0.12
H -0.45 0.88 1.61 0.14
H -0.53 2.26 -0.45 0.07
H -1.57 0.98 -1.03 0.11
H 2.18 0.94 -1.15 0.15
H 0.05 -0.42 -2.06 0.07
H 1.76 0.62 0.99 0.12
```

The calculation puts the LUMO energy at 0.9 eV. The value obtained for the molar mass is 103.12 g/mol. The multiplicity is 1. For the HOMO-LUMO gap, the calculation gives 10.232 eV. The highest occupied orbital energy is -0.3429 hartree. As for the total energy: -9876.4267 eV. As for the SMILES: OC[C@@H]1C[C@H](O)N1.


# 3
# C3H8O2

C3H8O2 in the gas phase (ωB97M-V/def2-TZVPD, the Open Molecules 2025 dataset).

```
13
Properties=species:S:1:pos:R:3:lowdin_charge:R:1
C -1.54 0.35 0.20 -0.06
C -0.32 -0.51 -0.11 -0.44
O -0.14 -0.52 -1.50 -0.04
C 0.95 0.06 0.59 -0.20
O 2.10 -0.11 -0.23 -0.07
H -1.38 1.36 -0.20 0.09
H -1.73 0.41 1.27 0.08
H -2.43 -0.07 -0.29 0.08
H -0.49 -1.53 0.26 0.14
H 0.79 -0.77 -1.64 0.08
H 0.81 1.12 0.83 0.12
H 1.14 -0.48 1.52 0.12
H 2.24 0.71 -0.71 0.10
```

The calculation puts the LUMO energy at 0.8 eV. The value obtained for the molar mass is 76.09 g/mol. The multiplicity is 1. For the HOMO-LUMO gap, the calculation gives 10.985 eV. The highest occupied orbital energy is -0.3726 hartree. As for the total energy: -7335.2906 eV. As for the SMILES: C[C@@H](O)CO.


# 4
# C20H32N2O4S

C20H32N2O4S in the gas phase (ωB97M-V/def2-TZVPD, the Open Molecules 2025 dataset).

```
59
Properties=species:S:1:pos:R:3:lowdin_charge:R:1
C 0.32 1.21 -7.88 -0.12
C 1.35 0.76 -6.84 -0.27
C 0.97 1.21 -5.44 -0.19
C 2.00 0.77 -4.40 -0.21
O 1.68 1.19 -3.10 -0.05
C 0.69 0.56 -2.40 -0.27
C 0.02 -0.59 -2.80 -0.02
C -0.94 -1.16 -1.98 -0.02
C -1.26 -0.60 -0.76 -0.19
C -2.30 -1.24 0.14 -0.31
C -3.56 -0.39 0.24 -0.03
N -1.75 -1.42 1.47 0.13
C -0.96 -2.47 1.76 -0.46
O -0.83 -3.43 1.02 0.07
C -0.21 -2.44 3.10 -0.19
C 1.29 -2.58 2.79 -0.15
C 1.81 -1.31 2.12 -0.14
C 1.55 -0.11 3.03 -0.19
N 0.14 -0.04 3.33 -0.25
S -0.66 1.39 3.41 0.63
O 0.05 2.35 2.62 -0.28
O -2.03 1.11 3.06 -0.31
C -0.66 1.94 5.15 -0.26
C 0.75 2.26 5.57 -0.12
C -0.42 -1.20 3.97 -0.16
C -0.59 0.56 -0.36 -0.02
C 0.37 1.12 -1.16 0.01
H 0.25 2.29 -7.89 0.07
H -0.66 0.80 -7.65 0.07
H 0.61 0.87 -8.87 0.07
H 2.33 1.16 -7.10 0.11
H 1.42 -0.33 -6.86 0.11
H 0.89 2.30 -5.41 0.12
H -0.01 0.81 -5.17 0.11
H 2.96 1.24 -4.62 0.13
H 2.14 -0.32 -4.44 0.12
H 0.25 -1.07 -3.74 0.10
H -1.44 -2.06 -2.30 0.12
H -2.54 -2.23 -0.25 0.14
H -4.32 -0.90 0.82 0.08
H -3.33 0.56 0.73 0.07
H -3.95 -0.18 -0.75 0.09
H -1.78 -0.60 2.06 0.08
H -0.54 -3.32 3.66 0.15
H 1.84 -2.77 3.71 0.12
H 1.43 -3.43 2.12 0.12
H 2.88 -1.39 1.92 0.12
H 1.29 -1.16 1.17 0.11
H 2.14 -0.21 3.95 0.12
H 1.81 0.83 2.54 0.12
H -1.12 1.14 5.72 0.10
H -1.30 2.82 5.16 0.10
H 1.20 2.92 4.84 0.08
H 0.76 2.75 6.54 0.08
H 1.35 1.36 5.64 0.07
H 0.06 -1.37 4.94 0.14
H -1.48 -1.01 4.14 0.12
H -0.82 1.02 0.59 0.09
H 0.90 2.01 -0.85 0.12
```

The calculation puts the LUMO energy at 0.5 eV. The value obtained for the molar mass is 396.55 g/mol. The multiplicity is 1. For the HOMO-LUMO gap, the calculation gives 8.533 eV. The highest occupied orbital energy is -0.2964 hartree. As for the total energy: -43265.7115 eV. As for the SMILES: CCCCOc1ccc([C@H](C)NC(=O)[C@H]2CCCN(S(=O)(=O)CC)C2)cc1.


# 5
# C22H36IN4S

A molecular structure, C22H36IN4S (ωB97M-V/def2-TZVPD, the Open Molecules 2025 dataset).

```
64
Properties=species:S:1:pos:R:3:lowdin_charge:R:1
C 1.26 -2.86 -0.49 -0.10
C 1.64 -3.93 -1.50 -0.32
C 0.53 -4.26 -2.50 -0.71
I 1.21 -5.84 -3.79 0.88
C -0.76 -4.62 -1.80 -0.30
C -1.80 -3.63 -1.84 0.01
C -2.99 -3.82 -1.19 -0.14
C -4.14 -2.84 -1.18 -0.13
C -4.05 -1.76 -2.19 -0.27
N -4.99 -1.52 -3.01 0.11
C -3.14 -5.03 -0.46 -0.32
N -4.24 -5.39 0.22 -0.23
S -3.94 -6.81 0.87 1.04
N -2.46 -7.09 0.30 -0.21
C -2.13 -6.01 -0.41 -0.35
C -0.91 -5.79 -1.11 0.01
H 0.37 -3.10 0.08 0.08
H 2.07 -2.74 0.22 0.07
H 1.08 -1.91 -0.99 0.06
H 1.88 -4.85 -0.96 0.10
H 2.53 -3.61 -2.02 0.10
H 0.37 -3.41 -3.15 0.07
H -1.62 -2.75 -2.42 0.10
H -4.12 -2.34 -0.20 0.13
H -5.09 -3.35 -1.23 0.12
H -3.16 -1.14 -2.18 0.09
H -4.74 -0.73 -3.59 0.05
H -0.10 -6.50 -1.11 0.10
C -0.28 5.83 0.79 -0.09
C 1.24 5.77 0.93 -0.25
C 1.91 4.62 0.16 -0.16
C 1.28 3.23 0.17 -0.10
N 1.27 2.39 1.43 -0.21
C 2.49 1.51 1.52 -0.09
C 3.59 2.43 2.02 -0.12
C 2.86 3.42 2.95 -0.12
C 1.37 3.18 2.71 -0.09
C 0.01 1.55 1.49 -0.12
C -0.19 0.48 0.42 -0.21
C -0.53 0.91 -1.01 -0.09
H -0.77 4.89 1.06 0.06
H -0.69 6.60 1.44 0.08
H -0.57 6.07 -0.23 0.09
H 1.51 5.75 1.99 0.09
H 1.66 6.70 0.55 0.12
H 2.97 4.58 0.41 0.10
H 1.89 4.90 -0.90 0.13
H 1.79 2.63 -0.57 0.13
H 0.24 3.33 -0.14 0.11
H 2.27 0.73 2.25 0.15
H 2.70 1.06 0.55 0.14
H 4.05 2.96 1.19 0.11
H 4.38 1.88 2.52 0.13
H 3.16 4.45 2.74 0.11
H 3.10 3.23 4.00 0.12
H 0.74 4.05 2.66 0.12
H 0.98 2.53 3.50 0.13
H -0.83 2.25 1.52 0.14
H 0.05 1.04 2.46 0.13
H -1.03 -0.12 0.78 0.13
H 0.66 -0.20 0.41 0.08
H -1.32 1.66 -1.03 0.09
H -0.89 0.05 -1.56 0.06
H 0.33 1.29 -1.56 0.07
```

The calculation puts the LUMO energy at -2.4 eV. The value obtained for the molar mass is 515.53 g/mol. The multiplicity is 1. For the HOMO-LUMO gap, the calculation gives 8.099 eV. The net charge is +1. The highest occupied orbital energy is -0.3873 hartree. As for the total energy: -48288.0299 eV.


# 6
# C5H8N2

C5H8N2 in the gas phase (ωB97M-V/def2-TZVPD, the Open Molecules 2025 dataset).

```
15
Properties=species:S:1:pos:R:3:lowdin_charge:R:1
C -2.37 -0.14 -0.13 -0.02
N -0.97 0.22 -0.12 -0.15
C 0.01 -0.48 0.45 -0.10
N 1.16 0.10 0.11 -0.20
C 1.00 1.24 -0.71 -0.08
C 2.47 -0.43 0.43 -0.06
C -0.37 1.27 -0.82 -0.16
H -2.68 -0.35 -1.16 0.09
H -2.53 -1.03 0.48 0.09
H -2.98 0.68 0.26 0.09
H -0.13 -1.35 1.09 0.14
H 3.03 0.28 1.05 0.09
H 2.38 -1.39 0.95 0.08
H 3.01 -0.57 -0.51 0.08
H -1.01 1.94 -1.38 0.09
```

The calculation puts the LUMO energy at 0.8 eV. The value obtained for the molar mass is 96.13 g/mol. The multiplicity is 1. For the HOMO-LUMO gap, the calculation gives 8.432 eV. The highest occupied orbital energy is -0.2822 hartree. As for the total energy: -8292.7075 eV.


# 7
# C7H41NO13

14 unconnected molecules or ions with the total composition C7H41NO13 (ωB97M-V/def2-TZVPD, the Open Molecules 2025 dataset).

```
62
Properties=species:S:1:pos:R:3:lowdin_charge:R:1
C -1.46 0.51 -0.57 -0.03
C -1.05 0.88 0.86 -0.44
C -0.90 -0.33 1.75 -0.18
C -0.24 -1.58 1.16 -0.17
C 3.57 -1.10 0.59 -0.13
C 2.24 -1.17 1.25 -0.15
C 1.13 -1.25 0.53 -0.13
N -1.94 1.84 1.52 0.05
H -2.07 -0.38 -0.55 0.03
H -0.60 0.07 -1.07 0.07
H -1.91 1.37 -1.06 0.09
H -0.08 1.37 0.76 0.11
H -1.83 -0.57 2.28 0.12
H -0.23 -0.05 2.57 0.07
H -0.82 -2.03 0.38 0.07
H 0.08 -2.30 1.90 0.11
H 3.71 -1.24 -0.49 0.08
H 4.21 -0.24 0.77 0.07
H 4.27 -1.90 0.89 0.08
H 2.30 -1.42 2.30 0.09
H 1.12 -1.35 -0.55 0.10
H -2.88 1.47 1.45 0.08
H -1.92 2.74 1.05 0.00
H -0.85 1.89 4.22 0.04
H 0.58 1.83 3.64 0.02
O -0.06 1.35 4.17 -0.06
H -1.20 0.71 -4.69 0.03
H 0.19 0.30 -4.93 0.01
O -0.31 1.09 -4.75 -0.05
H -0.27 -4.51 -0.47 -0.01
H -1.52 -5.21 0.04 0.04
O -1.19 -4.34 -0.20 -0.06
H -0.89 3.98 0.29 0.03
H -1.72 4.24 -0.98 0.06
O -1.80 3.99 -0.06 -0.06
H 0.57 2.37 -2.99 0.02
H 1.77 3.28 -2.93 0.05
O 0.86 3.24 -2.68 -0.04
H -4.63 -1.55 0.66 0.05
H -3.29 -1.15 -0.02 -0.01
O -4.18 -1.49 -0.18 -0.05
H -1.66 -1.57 -4.69 0.03
H -0.64 -2.04 -3.78 0.03
O -0.71 -1.68 -4.67 -0.05
H 1.49 4.72 0.17 0.05
H 0.67 4.25 -0.97 -0.01
O 0.70 4.97 -0.32 -0.06
H 2.03 -0.93 4.68 0.04
H 0.49 -0.99 4.65 0.02
O 1.28 -1.44 4.37 -0.05
H 1.60 -3.34 -1.24 0.03
H 1.03 -4.39 -2.18 0.06
O 1.38 -4.27 -1.29 -0.03
H -3.41 -1.85 -2.45 0.03
H -2.90 -3.19 -1.91 0.02
O -2.83 -2.58 -2.66 -0.06
H 2.07 0.65 -0.45 0.00
H 1.34 1.97 -0.49 0.00
O 2.23 1.61 -0.49 -0.06
H 2.98 2.03 3.37 0.03
H 3.42 2.29 1.94 0.03
O 2.69 2.43 2.55 -0.05
```

The calculation puts the LUMO energy at 0.1 eV. The value obtained for the molar mass is 347.40 g/mol. The multiplicity is 1. For the HOMO-LUMO gap, the calculation gives 8.943 eV. The highest occupied orbital energy is -0.3261 hartree. As for the total energy: -36031.0735 eV.


# 8
# C40H34N6O2PS3Zr

A molecular structure, C40H34N6O2PS3Zr (ωB97M-V/def2-TZVPD, the Open Molecules 2025 dataset).

```
87
Properties=species:S:1:pos:R:3:lowdin_charge:R:1
Zr 1.45 -0.64 0.07 1.57
C 6.19 2.15 0.96 -0.43
S 4.95 2.88 -0.12 0.88
C 3.94 1.53 -0.53 -1.12
S 4.19 -0.06 0.03 0.61
N 2.95 1.92 -1.31 -0.10
N 2.11 0.86 -1.58 -0.17
C 1.45 0.94 -2.67 -0.08
C 0.49 -0.13 -2.99 -0.25
C -0.10 -0.23 -4.24 0.00
C -0.95 -1.30 -4.48 -0.04
C -1.18 -2.22 -3.47 -0.03
C -0.55 -2.04 -2.24 -0.09
N 0.27 -1.02 -2.01 0.01
H 6.83 2.98 1.25 0.03
H 6.78 1.41 0.44 0.03
H 5.74 1.72 1.85 0.03
H 1.63 1.76 -3.37 0.14
H 0.12 0.50 -5.00 0.12
H -1.42 -1.42 -5.45 0.12
H -1.84 -3.06 -3.61 0.12
H -0.70 -2.72 -1.41 0.12
S 2.62 -1.50 2.40 0.67
C 1.99 0.05 2.83 -0.75
C 1.75 0.48 4.15 -0.08
C 1.32 1.76 4.36 -0.06
C 1.09 2.62 3.27 -0.05
C 1.26 2.11 2.01 -0.13
N 1.69 0.85 1.79 -0.14
H 1.95 -0.20 4.96 0.11
H 1.16 2.11 5.37 0.11
H 0.76 3.64 3.41 0.11
H 1.07 2.71 1.13 0.10
O 0.18 -2.10 0.68 -0.33
C 0.50 -3.28 1.24 -0.40
C -0.22 -3.72 2.34 -0.02
C 0.12 -4.91 2.97 -0.06
C 1.17 -5.69 2.49 -0.07
C 1.87 -5.26 1.38 -0.03
C 1.54 -4.07 0.73 -0.14
C 2.28 -3.66 -0.46 -0.26
N 2.39 -2.44 -0.96 -0.06
C 3.12 -2.54 -2.12 -0.13
C 3.45 -3.84 -2.33 -0.05
N 2.90 -4.54 -1.28 0.13
H -1.03 -3.10 2.71 0.12
H -0.44 -5.23 3.83 0.11
H 1.44 -6.61 2.99 0.11
H 2.70 -5.85 1.02 0.11
H 3.40 -1.67 -2.70 0.11
H 4.01 -4.32 -3.11 0.12
H 2.95 -5.54 -1.13 0.16
O -0.33 0.64 0.04 -0.45
P -1.68 1.30 -0.10 0.86
C -1.58 2.87 -0.94 -0.27
C -2.73 3.55 -1.34 -0.10
C -2.63 4.78 -1.96 -0.06
C -1.39 5.33 -2.22 -0.06
C -0.24 4.65 -1.85 -0.05
C -0.33 3.43 -1.21 -0.07
C -2.28 1.53 1.58 -0.26
C -3.18 2.52 1.94 -0.05
C -3.61 2.63 3.25 -0.06
C -3.14 1.74 4.21 -0.06
C -2.24 0.75 3.86 -0.06
C -1.81 0.64 2.55 -0.08
C -2.85 0.28 -0.99 -0.26
C -3.16 0.54 -2.33 -0.08
C -4.05 -0.28 -3.00 -0.07
C -4.61 -1.37 -2.36 -0.07
C -4.29 -1.65 -1.03 -0.06
C -3.42 -0.82 -0.35 -0.06
H -3.71 3.12 -1.17 0.11
H -3.53 5.30 -2.26 0.11
H -1.31 6.28 -2.72 0.11
H 0.74 5.07 -2.05 0.12
H 0.58 2.91 -0.92 0.07
H -3.54 3.24 1.21 0.10
H -4.30 3.41 3.53 0.11
H -3.47 1.83 5.23 0.11
H -1.87 0.06 4.60 0.11
H -1.09 -0.13 2.28 0.10
H -2.73 1.39 -2.84 0.11
H -4.31 -0.07 -4.03 0.11
H -5.31 -2.01 -2.88 0.11
H -4.73 -2.49 -0.53 0.11
H -3.19 -1.02 0.69 0.11
```

The calculation puts the LUMO energy at -3.2 eV. The value obtained for the molar mass is 849.15 g/mol. The multiplicity is 1. For the HOMO-LUMO gap, the calculation gives 6.450 eV. The net charge is +1. The highest occupied orbital energy is -0.3534 hartree. As for the total energy: -98145.3421 eV.


> Which formula does entry 1 have?

C40H39N8OS3Y


> Look up the multiplicity of the fifth one.

1


> multiplicity of number 3 (C3H8O2)?

1